(1)
C4H7O2Rh | ωB97M-V/def2-TZVPD

HOMO-LUMO gap (spin up / spin down) = 5.27 / 7.34 eV
Relative energy (zero: lowest compared OMol25 entry of this formula, charge and spin) = 0.000 eV
LUMO level (spin up / spin down) = -4.4 / -7.2 eV
Largest force on an atom = 0.090 hartree/bohr

ORCA input file:
```
! RIJCOSX wB97M-V def2-TZVPD def2/J DEFGRID3
* xyz 1 6
H 0.151 1.759 1.298
O -2.430 0.998 0.270
C -1.178 0.731 -0.179
C -0.730 -0.541 -0.269
C 0.583 -0.873 -0.932
C 1.382 -1.223 0.281
O 1.938 -0.407 1.021
Rh 1.928 1.525 1.530
H -2.635 1.932 0.173
H -0.669 1.542 -0.710
H -1.371 -1.356 0.075
H 1.018 -0.021 -1.467
H 0.492 -1.763 -1.575
H 1.522 -2.302 0.485
*
```

Results of the Mulliken charge analysis, in e, for atoms 1 through 4: atom 1 (H): 0.222, atom 2 (O): -0.370, atom 3 (C): -0.291, atom 4 (C): -0.253



(2)
C5H8O2 | ωB97M-V/def2-TZVPD

HOMO-LUMO gap (spin up / spin down) = 7.05 / 8.59 eV
Relative energy (zero: lowest compared OMol25 entry of this formula, charge and spin) = 5.474 eV
LUMO level (spin up / spin down) = 0.3 / 0.7 eV
Largest force on an atom = 0.067 hartree/bohr

ORCA input file:
```
! RIJCOSX wB97M-V def2-TZVPD def2/J DEFGRID3
* xyz 0 1
O -1.924 0.217 1.214
C -1.292 0.107 0.015
C -0.136 -0.763 -0.039
C 0.993 -0.379 1.001
C 1.502 0.564 -0.087
O 0.430 1.662 0.013
C 0.901 -0.351 -1.150
H -2.597 0.911 1.177
H -1.909 0.238 -0.884
H 0.029 1.877 -0.854
H -0.389 -1.824 -0.046
H 0.687 0.077 1.945
H 1.637 -1.249 1.182
H 0.543 0.126 -2.071
H 1.525 -1.212 -1.417
*
```

Results of the Mulliken charge analysis, in e, for atoms 1 through 4: atom 1 (O): -0.479, atom 2 (C): -0.595, atom 3 (C): 0.073, atom 4 (C): -0.488



(3)
C8H12FeO8 | ωB97M-V/def2-TZVPD

HOMO-LUMO gap (spin up / spin down) = 7.55 / 6.37 eV
Relative energy (zero: lowest compared OMol25 entry of this formula, charge and spin) = 0.000 eV
LUMO level (spin up / spin down) = 5.5 / 5.5 eV
Largest force on an atom = 0.023 hartree/bohr

ORCA input file:
```
! RIJCOSX wB97M-V def2-TZVPD def2/J DEFGRID3
* xyz -2 5
Fe -0.252 -0.021 -0.069
C 0.328 -3.233 2.230
C -0.027 -2.122 1.287
O -0.836 -1.234 1.670
O 0.498 -2.105 0.141
H 1.058 -2.858 2.957
H 0.789 -4.070 1.706
H -0.523 -3.605 2.801
C -1.347 2.205 2.835
C -2.011 2.171 1.454
O -3.158 2.625 1.376
O -1.276 1.728 0.518
H -1.481 3.175 3.328
H -0.277 2.000 2.779
H -1.813 1.452 3.475
C 3.048 2.123 -1.097
C 1.835 1.276 -0.737
O 1.730 0.842 0.445
O 0.969 1.056 -1.611
H 3.555 2.467 -0.198
H 2.757 2.953 -1.739
H 3.749 1.514 -1.679
C -0.580 -1.064 -3.564
C -1.669 -1.360 -2.530
O -2.510 -2.223 -2.823
O -1.612 -0.675 -1.469
H 0.007 -1.968 -3.751
H 0.092 -0.277 -3.225
H -1.042 -0.772 -4.511
*
```

Results of the Mulliken charge analysis, in e, for atoms 1 through 4: atom 1 (Fe): 1.314, atom 2 (C): -1.162, atom 3 (C): 1.085, atom 4 (O): -0.763



(4)
C5H4N4 | ωB97M-V/def2-TZVPD

HOMO-LUMO gap = 10.96 eV
Relative energy (zero: lowest compared OMol25 entry of this formula, charge and spin) = 2.662 eV
LUMO level = 0.3 eV
Largest force on an atom = 0.058 hartree/bohr

ORCA input file:
```
! RIJCOSX wB97M-V def2-TZVPD def2/J DEFGRID3
* xyz 0 1
N 1.362 -1.874 1.283
C 1.089 -1.031 0.582
C 0.617 0.127 -0.185
C 1.635 0.193 -1.257
N 2.505 0.146 -1.970
C 0.766 1.252 0.791
N 0.874 2.122 1.539
C -0.939 -0.087 -0.643
N -1.873 -0.263 0.457
H -0.998 -0.868 -1.439
H -1.094 0.927 -1.097
H -1.829 -1.145 0.874
H -2.115 0.501 1.064
*
```

Results of the Mulliken charge analysis, in e, for atoms 1 through 4: atom 1 (N): -0.360, atom 2 (C): -0.311, atom 3 (C): 1.851, atom 4 (C): -0.273



(5)
C4H8FN4 | ωB97M-V/def2-TZVPD

HOMO-LUMO gap = 10.35 eV
Relative energy (zero: lowest compared OMol25 entry of this formula, charge and spin) = 1.044 eV
LUMO level = -3.2 eV
Largest force on an atom = 0.084 hartree/bohr

ORCA input file:
```
! RIJCOSX wB97M-V def2-TZVPD def2/J DEFGRID3
* xyz 1 1
C -1.964 1.172 1.321
C -2.003 0.472 0.195
F -2.895 0.896 -0.781
N -1.524 -0.797 -0.198
C -0.304 -1.247 0.100
N -0.072 -2.585 0.009
N 0.631 -0.371 0.416
C 1.392 0.618 0.021
N 1.566 1.100 -1.167
H -1.274 0.994 2.111
H -2.741 1.943 1.169
H -2.282 -1.484 -0.223
H 0.841 -3.027 0.238
H -0.906 -3.148 -0.040
H 2.060 1.073 0.677
H 2.294 1.789 -1.604
H 1.012 0.821 -1.916
*
```

Results of the Mulliken charge analysis, in e, for atoms 1 through 4: atom 1 (C): -0.763, atom 2 (C): 0.311, atom 3 (F): -0.275, atom 4 (N): -0.116



(6)
C48H62FGeN5O6TeTi | ωB97M-V/def2-TZVPD

HOMO-LUMO gap (spin up / spin down) = 7.47 / 6.64 eV
Relative energy (zero: lowest compared OMol25 entry of this formula, charge and spin) = 0.635 eV
LUMO level (spin up / spin down) = -2.3 / -3.7 eV
Largest force on an atom = 0.026 hartree/bohr

ORCA input file:
```
! RIJCOSX wB97M-V def2-TZVPD def2/J DEFGRID3
* xyz 1 2
Ti 1.438 -0.813 0.602
C 6.836 3.395 -1.947
C 5.776 3.519 -3.032
C 5.518 4.980 -3.352
C 4.323 5.142 -4.273
C 3.106 4.582 -3.596
C 1.861 5.138 -3.756
C 0.753 4.555 -3.144
F -0.449 5.130 -3.323
C 0.853 3.424 -2.397
C 2.112 2.834 -2.219
C 2.226 1.578 -1.487
O 1.230 1.085 -0.887
C 3.495 0.959 -1.544
C 4.572 1.639 -2.048
N 4.500 2.845 -2.608
C 3.240 3.428 -2.795
C 3.755 -0.357 -0.919
O 4.855 -0.692 -0.584
O 2.636 -1.111 -0.763
H 7.690 4.013 -2.225
H 7.203 2.380 -1.812
H 6.446 3.755 -0.993
H 6.115 3.010 -3.938
H 6.421 5.385 -3.808
H 5.341 5.525 -2.420
H 4.502 4.596 -5.205
H 4.161 6.187 -4.535
H 1.727 6.021 -4.369
H -0.018 2.975 -1.954
H 5.548 1.182 -1.980
O 2.865 2.180 1.327
H 2.965 3.026 1.772
H 2.116 1.745 1.766
O 0.165 -1.104 -2.453
H 0.465 -0.254 -2.096
H 0.936 -1.512 -2.859
C 3.257 -4.397 2.535
Ge 4.149 -2.689 2.141
C 5.231 -2.322 3.725
C 5.354 -3.216 0.716
C 2.977 -1.103 2.014
H 3.879 -4.914 3.271
H 3.239 -5.010 1.631
H 2.247 -4.338 2.926
H 5.963 -3.118 3.876
H 4.596 -2.265 4.612
H 5.766 -1.376 3.629
H 5.787 -4.168 1.030
H 6.148 -2.490 0.556
H 4.828 -3.357 -0.228
H 3.664 -0.275 1.777
H 2.650 -0.952 3.045
C -7.823 1.394 -4.213
C -6.563 0.909 -3.546
C -6.502 -0.343 -2.944
C -5.359 -0.798 -2.295
C -5.394 -2.161 -1.648
C -4.244 0.050 -2.253
Te -2.552 -0.661 -1.078
N -0.689 -0.413 0.384
C -0.460 0.556 1.201
O 0.676 0.431 1.926
C -1.260 1.798 1.368
C -1.709 2.162 2.633
C -2.441 3.328 2.797
C -2.691 4.151 1.706
C -2.230 3.794 0.445
C -1.528 2.609 0.279
C -3.747 -0.339 0.639
C -4.519 0.814 0.717
C -5.313 1.053 1.828
C -5.336 0.131 2.864
C -4.571 -1.022 2.780
C -3.770 -1.283 1.671
C -2.976 -2.559 1.600
C -4.258 1.293 -2.883
C -3.065 2.219 -2.926
C -5.427 1.705 -3.516
H -8.606 0.638 -4.180
H -7.641 1.648 -5.259
H -8.200 2.292 -3.721
H -7.373 -0.989 -2.978
H -6.276 -2.709 -1.975
H -5.441 -2.077 -0.558
H -4.517 -2.761 -1.899
H -1.494 1.527 3.485
H -2.812 3.599 3.777
H -3.245 5.071 1.839
H -2.414 4.439 -0.405
H -1.163 2.301 -0.687
H -4.510 1.532 -0.093
H -5.910 1.955 1.879
H -5.961 0.303 3.731
H -4.606 -1.749 3.584
H -3.172 -3.191 2.467
H -1.908 -2.338 1.559
H -3.227 -3.127 0.701
H -2.187 1.772 -2.462
H -3.278 3.159 -2.413
H -2.808 2.462 -3.957
H -5.445 2.677 -4.001
C 0.153 -4.002 4.872
C -0.107 -2.527 4.657
N 0.290 -2.184 3.299
C 0.236 -3.039 2.264
N 0.686 -2.640 1.081
C 0.447 -3.462 -0.121
C 0.276 -4.935 0.196
C -0.701 -5.088 1.339
N -0.307 -4.256 2.469
C -0.584 -4.785 3.807
H -0.174 -4.322 5.860
H 1.225 -4.187 4.792
H 0.481 -1.920 5.344
H -1.164 -2.294 4.818
H 0.579 -1.237 3.096
H 1.299 -3.330 -0.788
H -0.438 -3.078 -0.637
H 1.234 -5.387 0.458
H -0.114 -5.446 -0.684
H -0.744 -6.118 1.690
H -1.708 -4.807 1.011
H -0.271 -5.830 3.818
H -1.663 -4.761 3.993
*
```

Results of the Mulliken charge analysis, in e, for atoms 1 through 4: atom 1 (Ti): -0.907, atom 2 (C): -1.549, atom 3 (C): 0.267, atom 4 (C): -0.987



(7)
C21H24NO3P | ωB97M-V/def2-TZVPD

HOMO-LUMO gap = 8.65 eV
LUMO level = 0.5 eV
Largest force on an atom = 0.062 hartree/bohr

ORCA input file:
```
! RIJCOSX wB97M-V def2-TZVPD def2/J DEFGRID3
* xyz 0 1
C 4.147 3.818 1.776
C 2.785 3.519 1.230
O 2.360 2.096 1.421
P 1.557 1.353 0.261
O 1.435 2.018 -1.043
O 2.257 -0.096 0.147
C 3.678 -0.389 0.267
C 3.919 -1.846 -0.025
C -0.092 0.828 1.032
C -1.064 1.906 0.939
N -1.970 2.650 0.930
C -0.830 -0.469 0.758
C -1.524 -0.813 -0.570
C -0.784 -0.813 -1.705
C -1.361 -1.039 -3.014
C -0.498 -1.304 -4.103
C -0.993 -1.397 -5.392
C -2.381 -1.303 -5.634
C -3.252 -1.143 -4.537
C -2.754 -1.055 -3.248
C -1.849 -0.715 1.951
C -1.291 -1.045 3.192
C -2.097 -1.208 4.321
C -3.493 -1.158 4.201
C -4.064 -0.893 2.946
C -3.243 -0.687 1.831
H 4.158 4.903 1.872
H 4.341 3.382 2.757
H 4.915 3.553 1.045
H 2.046 4.185 1.706
H 2.793 3.645 0.141
H 4.217 0.220 -0.469
H 4.010 -0.161 1.288
H 4.980 -2.070 0.113
H 3.327 -2.460 0.658
H 3.648 -2.062 -1.061
H 0.284 0.676 2.060
H 0.052 -1.128 0.781
H -2.543 -1.212 -0.584
H 0.298 -0.697 -1.646
H 0.577 -1.360 -3.895
H -0.309 -1.551 -6.236
H -2.782 -1.393 -6.641
H -4.336 -1.098 -4.702
H -3.435 -0.905 -2.398
H -0.214 -1.179 3.243
H -1.633 -1.457 5.274
H -4.124 -1.234 5.090
H -5.152 -0.906 2.817
H -3.719 -0.504 0.855
*
```

Results of the Mulliken charge analysis, in e, for atoms 1 through 4: atom 1 (C): -1.188, atom 2 (C): -0.217, atom 3 (O): -0.301, atom 4 (P): 0.704



(8)
C28H35N7 | ωB97M-V/def2-TZVPD

HOMO-LUMO gap = 7.74 eV
Relative energy (zero: lowest compared OMol25 entry of this formula, charge and spin) = 15.804 eV
LUMO level = 0.6 eV
Largest force on an atom = 0.275 hartree/bohr

ORCA input file:
```
! RIJCOSX wB97M-V def2-TZVPD def2/J DEFGRID3
* xyz 0 1
C 24.524 31.819 19.136
C 26.091 31.689 18.904
C 26.722 32.386 20.180
N 25.637 32.945 20.815
C 24.389 32.669 20.328
H 23.703 31.621 18.619
H 26.592 31.214 18.172
H 27.646 32.367 20.458
H 25.636 33.488 21.705
H 23.445 32.929 20.943
C 21.838 32.967 15.922
C 22.033 33.445 14.476
C 21.158 34.679 14.379
N 20.534 34.850 15.588
C 20.800 33.752 16.470
H 22.229 32.060 16.359
H 22.666 33.187 13.854
H 20.921 35.429 13.606
H 20.004 35.770 15.552
H 20.292 34.196 17.557
C 28.743 29.364 16.789
C 29.415 30.225 17.783
C 29.108 31.696 17.295
N 28.433 31.557 16.008
C 28.013 30.275 15.675
H 28.892 28.251 17.004
H 30.232 29.970 18.419
H 29.465 32.425 17.751
H 28.192 32.316 15.542
H 27.502 30.122 14.792
C 26.567 36.821 17.252
C 25.296 36.674 16.621
C 24.446 35.592 17.293
N 25.374 34.965 18.108
C 26.556 35.658 18.238
H 27.374 37.533 17.158
H 24.992 37.245 15.815
H 23.450 35.155 17.099
H 25.129 34.007 18.609
H 27.177 35.316 19.027
C 26.640 31.952 24.067
C 25.117 32.124 24.280
C 24.789 33.595 24.162
N 25.924 34.197 23.863
C 27.063 33.464 23.727
H 27.256 31.156 24.170
H 24.457 31.288 24.504
H 23.901 34.077 24.415
H 26.109 35.130 23.814
H 28.051 33.757 23.428
C 20.825 30.851 20.039
C 20.070 31.863 20.904
C 19.067 32.485 19.922
N 19.212 31.938 18.697
C 20.231 31.009 18.628
H 21.678 30.192 20.279
H 20.278 32.167 21.859
H 18.310 33.370 20.107
H 18.570 32.228 17.987
H 20.478 30.582 17.727
C 31.490 29.825 22.413
C 30.516 30.616 21.402
C 29.161 30.198 21.737
N 29.159 29.178 22.727
C 30.555 28.902 23.078
H 32.498 29.818 22.119
H 30.529 31.476 20.678
H 28.239 30.559 21.389
H 28.287 28.744 23.158
H 30.617 28.065 23.969
*
```

Results of the Mulliken charge analysis, in e, for atoms 1 through 4: atom 1 (C): -1.126, atom 2 (C): -0.226, atom 3 (C): -1.211, atom 4 (N): 0.314